A structure of composition C3H8BrOPS in a non-equilibrium geometry, computed with ωB97M-V with the def2-TZVPD basis set.

Its HOMO energy is -8.90 eV. The total energy is -3507.87316 Eh. The spin multiplicity is 1. For the energy relative to the best compared isomer or geometry (same formula, charge and spin), the calculation gives 214.6 kJ/mol. The calculation puts the largest force on an atom at 3.54 eV/A. The value obtained for the HOMO-LUMO gap is 8.5733 eV.

Cartesian coordinates (Å):
C  -1.69482  -0.18009  -0.60300
C  0.81431  0.87792  2.10718
C  -0.62016  -0.96808  -1.37895
O  0.48295  -0.85026  -0.57329
P  1.38376  0.33213  -0.20380
S  1.47316  1.65300  -1.69041
Br  3.14841  -0.84643  0.24750
H  -1.64474  -0.62167  0.39521
H  -1.52429  0.91291  -0.56804
H  -2.63158  -0.39370  -1.16015
H  -0.18743  1.28697  1.91417
H  0.71116  -0.10201  2.58297
H  1.55650  1.56617  2.55120
H  -0.57248  -0.58076  -2.35528
H  -0.69474  -2.08608  -1.26532


A cluster of 2 separate species, CH3ClO3S in total in a non-equilibrium geometry, computed with ωB97M-V with the def2-TZVPD basis set.

Its HOMO energy is -10.14 eV. The total energy is -1123.93380 Eh. The spin multiplicity is 1. For the energy relative to the best compared isomer or geometry (same formula, charge and spin), the calculation gives 82.8 kJ/mol. The calculation puts the largest force on an atom at 4.86 eV/A. The value obtained for the HOMO-LUMO gap is 9.9660 eV.

Cartesian coordinates (Å):
C  -1.48203  -1.06025  0.92821
O  0.82129  1.87619  -0.54148
O  0.68342  -0.35778  -1.71552
O  -1.54069  0.08093  0.51962
S  0.81658  0.26194  -0.38640
Cl  2.92870  0.03703  0.04492
H  -0.74065  -1.55928  1.50724
H  -2.50662  -1.58661  1.06833
H  1.01999  2.30783  -1.42492


A cluster of 2 separate species, C2H7NS2 in total in a non-equilibrium geometry, computed with ωB97M-V with the def2-TZVPD basis set.

Its HOMO energy is -8.99 eV. Its structure (SMILES) is C=N.CSS. The total energy is -931.47513 Eh. The spin multiplicity is 1. For the energy relative to the best compared isomer or geometry (same formula, charge and spin), the calculation gives 127.2 kJ/mol. The calculation puts the largest force on an atom at 1.68 eV/A. The value obtained for the HOMO-LUMO gap is 9.5901 eV.

Cartesian coordinates (Å):
C  -1.63514  3.82677  0.49997
N  -0.64392  3.11287  0.17566
H  -1.39028  4.41304  1.41515
H  -2.62033  3.80618  0.03371
H  -0.72546  2.52081  -0.64927
C  1.65106  -1.83530  -0.50955
S  -0.16062  -2.13689  -0.52456
S  -0.26957  -3.54921  0.89517
H  2.22455  -2.21208  0.33240
H  1.90468  -0.79711  -0.60439
H  2.09799  -2.37549  -1.30967
H  -0.43296  -4.77359  0.24538


A cluster of 9 separate species, C46H118N8O16 in total in a non-equilibrium geometry, computed with ωB97M-V with the def2-TZVPD basis set.

Its HOMO energy (spin up / spin down) is 0.44 / -6.88 eV. The total energy is -3464.67437 Eh. The spin multiplicity is 2. Its net charge is -1. The expectation value of S² is 0.750. The calculation puts the largest force on an atom at 5.16 eV/A. The value obtained for the HOMO-LUMO gap (spin up / spin down) is 1.4340 / 8.7275 eV.

Cartesian coordinates (Å):
C  -13.49254  11.43578  -5.83042
O  -12.40009  11.90895  -5.25374
C  -11.92028  11.39482  -3.96345
C  -10.65053  12.24622  -3.65799
N  -9.94957  11.77472  -2.41160
C  -9.74917  10.31881  -2.50075
C  -9.03154  9.61730  -1.25480
O  -7.80489  10.31812  -0.84487
C  -7.02496  9.68060  0.17206
H  -14.33537  11.57253  -5.15289
H  -13.48316  10.34582  -5.83199
H  -13.66091  11.92584  -6.78937
H  -11.67987  10.33814  -4.08063
H  -12.68654  11.55349  -3.20465
H  -10.82092  13.30176  -3.44607
H  -10.15822  12.17894  -4.62815
H  -9.00883  12.00067  -2.12168
H  -9.13658  10.17156  -3.39023
H  -10.68662  9.77089  -2.59591
H  -8.83792  8.58196  -1.53533
H  -9.75258  9.59472  -0.43768
H  -6.63259  8.70505  -0.11509
H  -7.50740  9.67025  1.14942
H  -6.24777  10.36653  0.50909
C  -19.56986  7.94941  -9.55834
O  -18.50203  7.40232  -10.30573
C  -17.28620  7.34655  -9.62929
C  -16.57904  8.68518  -9.64104
N  -16.86519  9.50316  -8.45266
C  -15.77371  10.41933  -8.20723
C  -15.34736  11.45087  -9.27932
O  -16.26675  12.52991  -9.39249
C  -15.75422  13.66294  -10.20701
H  -20.53520  7.99748  -10.06223
H  -19.45993  8.96793  -9.18600
H  -19.81177  7.30233  -8.71521
H  -16.67900  6.60521  -10.14875
H  -17.38590  6.86602  -8.65602
H  -16.89099  9.23489  -10.52907
H  -15.51895  8.47645  -9.78501
H  -17.81808  9.83747  -8.47098
H  -14.93796  9.73331  -8.06943
H  -15.97694  10.88664  -7.24369
H  -15.15674  11.05371  -10.27633
H  -14.39896  11.85909  -8.93006
H  -15.27766  13.23699  -11.08994
H  -15.02364  14.18233  -9.58684
H  -16.62347  14.24932  -10.50478
C  -19.70130  16.60306  -6.56622
O  -19.43668  16.03849  -5.24897
C  -19.48416  16.95992  -4.13265
C  -19.07697  16.16649  -2.90567
N  -19.87434  14.99647  -2.63329
C  -19.13861  14.12885  -1.73101
C  -17.96433  13.34018  -2.53243
O  -17.60642  12.09965  -1.89631
C  -16.38778  11.53046  -2.42090
H  -18.84196  17.13962  -6.96837
H  -20.49098  17.35437  -6.57151
H  -20.03840  15.93441  -7.35829
H  -20.47204  17.42001  -4.15522
H  -18.78257  17.79210  -4.19051
H  -18.90824  16.81274  -2.04428
H  -18.09155  15.98728  -3.33571
H  -19.92791  14.48011  -3.49966
H  -19.76089  13.35195  -1.28683
H  -18.59281  14.67321  -0.96037
H  -17.02789  13.89703  -2.56546
H  -18.39934  13.16550  -3.51649
H  -16.24698  10.55259  -1.96042
H  -15.46764  12.06600  -2.18712
H  -16.44055  11.36550  -3.49705
C  -10.10522  15.71201  5.97689
O  -9.82745  16.62204  4.92016
C  -8.44291  16.60461  4.61773
C  -8.43051  17.35074  3.30872
N  -8.59085  16.47514  2.26183
C  -8.79252  17.11619  1.00112
C  -9.20478  16.23451  -0.15630
O  -10.58782  15.90669  0.02692
C  -10.94691  15.09878  -1.14471
H  -11.02955  15.99699  6.47937
H  -9.22759  15.40371  6.54507
H  -10.44328  14.80641  5.47319
H  -7.88065  15.68725  4.44329
H  -8.02883  17.26687  5.37802
H  -7.57568  18.02614  3.34337
H  -9.26974  18.04559  3.27767
H  -9.37417  15.85286  2.40076
H  -7.90966  17.69169  0.72279
H  -9.58090  17.86314  1.09390
H  -8.72752  15.25487  -0.13127
H  -9.36217  16.79046  -1.08056
H  -10.09864  14.46551  -1.40453
H  -11.03713  15.76879  -1.99973
H  -11.93023  14.63581  -1.06199
C  -10.82705  7.50793  -13.07683
O  -9.63359  7.99979  -12.31006
C  -9.17093  9.25651  -12.84065
C  -7.83469  9.62885  -12.38498
N  -7.94825  9.94357  -10.88860
C  -8.43415  11.30992  -10.77606
C  -8.43473  11.71657  -9.33872
O  -9.29424  10.89169  -8.59952
C  -9.26424  11.09585  -7.22697
H  -10.79271  7.49025  -14.16614
H  -11.65663  8.14579  -12.77182
H  -11.00235  6.43365  -13.01955
H  -9.96332  9.98220  -12.65736
H  -9.14580  9.20244  -13.92902
H  -7.51693  10.41442  -13.07056
H  -7.17505  8.80942  -12.67048
H  -8.64543  9.29591  -10.55014
H  -9.40480  11.55246  -11.20862
H  -7.81631  12.01725  -11.32927
H  -8.84726  12.71153  -9.17143
H  -7.42830  11.75463  -8.92185
H  -10.19448  10.85090  -6.71437
H  -9.27291  12.15244  -6.95937
H  -8.36514  10.63045  -6.82308
C  -6.24791  9.92592  9.18096
O  -6.03447  10.68385  8.02145
C  -7.34076  11.23626  7.69390
C  -7.36754  11.98179  6.37069
N  -8.69338  12.19384  5.91029
C  -8.76152  12.51118  4.44747
C  -9.00873  11.22558  3.65140
O  -10.22183  10.61800  4.06779
C  -11.43129  11.24440  3.59990
H  -6.39513  10.54806  10.06378
H  -5.36089  9.40797  9.54567
H  -7.10312  9.25598  9.09211
H  -7.50005  11.97665  8.47783
H  -8.15323  10.51779  7.80246
H  -6.76987  11.47553  5.61268
H  -6.77209  12.89462  6.38728
H  -9.20642  11.34258  6.08983
H  -7.98033  13.13769  4.01695
H  -9.55898  13.20502  4.18153
H  -8.18710  10.55630  3.90652
H  -9.02365  11.34009  2.56754
H  -11.32548  11.56015  2.56201
H  -11.55210  12.20062  4.10897
H  -12.39893  10.76077  3.73353
C  -13.60971  15.39916  -6.28033
C  -14.98030  15.49444  -5.53909
O  -15.20649  14.31020  -4.84620
O  -13.85271  14.48758  -7.36032
H  -12.79450  15.22050  -5.57918
H  -13.50145  16.45082  -6.54566
H  -15.87321  15.69721  -6.13043
H  -15.02004  16.19046  -4.70119
H  -14.63729  13.65218  -5.25192
H  -13.00836  14.25619  -7.75421
C  -4.37060  18.23311  -2.51187
C  -5.29275  17.60884  -3.50528
C  -6.27418  16.66058  -2.89901
O  -6.99771  16.07476  -3.99441
C  -8.06550  15.22008  -3.61535
N  -5.81876  18.54600  -4.43217
H  -4.80636  19.11643  -2.04503
H  -3.39832  18.48292  -2.93657
H  -4.09188  17.62187  -1.65349
H  -4.71688  16.99921  -4.20159
H  -6.98976  17.25407  -2.32995
H  -5.93785  15.86837  -2.23016
H  -8.64076  15.50897  -2.73574
H  -7.53697  14.32099  -3.29852
H  -8.70234  15.08945  -4.49026
H  -6.37041  18.05500  -5.12117
H  -6.46240  19.19123  -3.99685
C  -13.93158  7.22599  -6.06091
C  -15.34783  6.98119  -5.45809
C  -15.98768  8.27312  -4.80253
O  -15.39855  8.54998  -3.53520
C  -15.61158  7.54201  -2.60168
N  -16.24151  6.67626  -6.59293
H  -13.75262  7.83095  -6.94979
H  -13.38739  6.29421  -6.21503
H  -13.25068  7.76313  -5.40063
H  -15.26815  6.09817  -4.82404
H  -17.06387  8.22146  -4.63747
H  -15.71016  9.15743  -5.37619
H  -16.67002  7.28220  -2.61911
H  -15.28906  7.91259  -1.62867
H  -15.00148  6.65729  -2.78379
H  -16.55751  7.44523  -7.16645
H  -17.04701  6.12550  -6.33227


Which formula does entry 4 have?
C46H118N8O16


Look up the spin multiplicity of the fourth one.
2